Below is a single C4H11NS2 molecule, with properties calculated with wB97M-V/def2-TZVPD.

Summary:
orbital gap = 0.3230 Ha
HOMO level = -8.20 eV
LUMO = 0.591 eV
energy above the lowest of the compared OMol25 structures with the same formula, charge and spin = 36.9 kcal/mol

XYZ file:
```
18
Properties=species:S:1:pos:R:3:mulliken_charge:R:1
C 0.8658 -1.2421 2.6027 -0.774
S 0.6477 -1.8959 0.7098 -0.102
S -0.9993 -0.6463 0.2458 -0.104
C -0.6870 0.1559 -1.2718 -0.734
C 0.2313 1.3920 -0.9869 0.425
C 0.4476 2.1798 -2.2852 -1.179
N -0.2581 2.3783 -0.0827 -0.651
H 1.7362 -0.5681 2.7252 0.253
H -0.0783 -0.7652 2.8601 0.285
H 1.1703 -2.1658 3.1039 0.309
H -0.3103 -0.5941 -1.9958 0.361
H -1.7592 0.3891 -1.7322 0.266
H 1.1922 0.9395 -0.6057 0.248
H -0.1401 2.9776 -2.7086 0.358
H 0.6473 1.4366 -3.1680 0.259
H 1.4602 2.6790 -2.0561 0.283
H -0.4413 2.0693 0.8123 0.260
H -1.1915 2.7153 -0.2993 0.238
```